Here is a cluster of 10 separate species, C31H72BBrIN4O11S10 in total from the OMol25 dataset. Energies are from ωB97M-V/def2-TZVPD.

Geometry as XYZ:
```
131
Properties=species:S:1:pos:R:3:lowdin_charge:R:1
H 3.40584 -1.30289 2.66278 0.10
S 5.84691 -0.13952 -0.40194 0.92
H 1.12185 -5.39756 7.24926 0.06
H -3.08219 0.18343 -7.27235 0.06
H 6.54790 -6.59895 7.54759 0.06
H -2.08367 0.13783 5.47842 0.05
H -2.11811 0.42151 -2.20688 0.08
S -4.12486 -1.10781 5.58633 0.82
C 2.16653 -5.21265 6.99883 -0.27
H 5.13929 2.33893 -4.93158 0.04
H 3.91857 2.42357 -6.22039 0.01
C 1.07452 -4.98423 0.46349 0.00
H -1.90267 -0.66659 -0.87897 0.11
O -5.15971 -0.19582 -2.24195 -0.58
H 8.56812 -7.74245 4.45896 0.05
H -2.63548 0.72816 -8.91839 0.06
H -5.59412 1.82815 -0.16026 0.05
H -4.14882 -1.59536 1.30588 0.06
C 3.94639 -3.24035 1.98427 -0.73
O -5.83150 4.67313 -3.01138 -0.57
H -3.96546 1.98070 -0.87030 0.05
S 5.38728 4.28692 -6.30379 0.79
H 2.06486 -4.98182 0.01207 0.06
C -0.71025 1.60142 -7.01807 -0.28
C 4.59656 0.17367 0.42449 -0.73
H 0.71902 6.62076 0.44826 0.05
H -5.88858 8.07721 -1.93333 0.06
H -5.78406 -2.14943 1.77520 0.07
H -5.64811 0.05896 6.97854 0.05
H -5.03069 1.10695 5.67869 0.06
O -0.18385 -3.62138 2.20369 0.17
H 5.71100 -1.97175 1.71104 0.02
O 5.29835 4.49304 -7.76842 -0.54
H -4.48770 -2.38082 -1.04571 0.02
N 1.07218 -2.26775 0.57153 0.09
C 1.68568 0.01192 -0.51179 -0.05
S -4.49620 -3.90634 0.80117 0.84
S 2.78604 -3.85395 8.00080 0.82
H 0.64057 -2.88697 7.57199 0.05
C 0.59592 -0.74709 -0.97119 -0.24
H -4.38341 -2.58594 2.76537 0.01
H 7.59537 3.38135 -6.52689 0.06
O 4.14778 -3.52532 7.50315 -0.56
C -5.70381 7.01547 -1.77331 -0.26
S -1.29487 6.56685 -0.84298 0.79
H -1.27790 -1.98758 -3.46398 0.07
Br 1.90443 2.25511 -3.96809 0.78
H 4.00847 -3.37181 0.90645 0.08
C 5.32429 -2.69766 2.41796 -0.16
N 3.53040 0.35921 1.01715 0.11
H 5.35534 -6.68985 6.21362 0.05
C -3.11483 1.01121 -7.98137 -0.27
H 7.23253 3.85883 -4.83978 0.05
H 6.04111 -3.49299 2.60096 0.04
H 2.26717 -4.96260 5.94152 0.00
H -4.62403 3.00974 -3.71578 0.02
H 0.95472 7.22993 -1.20760 0.05
H -2.25791 -1.00053 4.12129 0.04
C -4.76350 0.35095 6.41706 -0.27
H 5.78027 -5.11469 6.93188 0.02
O -5.11923 -1.49170 4.54824 -0.55
N 0.30532 -1.88526 -0.41965 0.25
H -5.21740 3.21945 -1.21011 0.03
H -5.26059 6.36449 -5.33537 0.05
H -2.43767 -2.45880 -2.24595 0.06
H -4.98871 -4.02344 -1.51788 0.06
H 5.18921 -2.18360 3.37056 0.09
C -5.08462 -3.24692 -0.76137 -0.26
H -4.64015 6.83844 -1.61294 0.03
H -1.05711 -3.90059 1.87734 0.10
C -2.77534 -0.26926 4.74077 -0.27
O -3.01725 -4.11877 0.66179 -0.58
B 0.63268 -3.64618 1.12202 -0.53
H 0.22103 -0.58383 -2.89478 0.13
C 2.85817 -2.16912 2.30429 -0.15
H -4.14930 1.28930 -8.17175 0.05
H 1.09559 -5.72591 1.25639 0.05
H 1.03658 1.86091 -1.32624 0.11
S -6.26189 6.08885 -3.20468 0.84
H -6.26768 6.67833 -0.90492 0.05
C 1.66854 -2.61389 7.33343 -0.27
H -3.13549 6.47731 0.65453 0.04
H -6.13175 -2.96528 -0.65962 0.06
H -2.06822 7.85365 1.02570 0.06
C 7.78857 -7.64117 5.21115 -0.27
C 1.96041 1.30479 -1.22606 -0.12
H 2.75429 -6.10077 7.22268 0.05
O 3.44745 0.26376 -2.82849 0.04
H -4.08899 6.66721 -4.02703 0.06
O -1.90755 7.53138 -1.79091 -0.55
H -3.43001 1.75314 -3.27347 0.04
H -0.03015 2.30290 -6.53949 0.02
C -4.44579 1.94160 -3.62490 -0.28
O -2.81982 2.66964 -5.92456 -0.55
H -5.31789 7.90141 -4.43986 0.06
S -2.27135 2.43903 -7.28713 0.83
H 2.19538 -2.46444 3.11510 0.11
I 3.66514 -5.07892 3.03187 1.04
C -5.11241 6.83388 -4.36497 -0.25
S -5.59241 1.22256 -2.45461 0.84
S 7.48128 -5.88893 5.46932 0.81
C 4.96953 2.56612 -5.98467 -0.30
H 0.16770 8.26555 0.00754 0.06
C 2.44439 -0.40100 0.53361 -0.12
H -4.00839 0.73760 7.10146 0.05
C 7.13117 4.13431 -5.88990 -0.27
C 0.29544 7.24116 -0.34205 -0.27
H -3.17372 0.52826 4.11258 0.06
H 0.32121 -5.33816 -0.24417 0.09
H 7.60373 5.09916 -6.06016 0.05
C -1.61468 -0.49697 -1.91056 -0.21
H 1.90865 -1.65909 7.79654 0.05
H -0.28547 1.27184 -7.96634 0.06
N -0.15960 -0.22481 -2.02539 0.04
C -2.09566 -1.62071 -2.84949 -0.06
C -4.72654 -2.40658 1.75301 -0.27
H -1.59705 6.19405 1.50207 0.05
H 8.12379 -8.09001 6.14584 0.05
C 2.09315 -1.64483 1.11633 -0.08
H -4.58972 1.46953 -4.59185 0.04
H -2.93272 -1.29563 -3.45897 0.06
H 5.57621 1.91469 -6.61449 0.06
C 6.15757 -6.09963 6.66034 -0.27
O 6.86747 -5.36440 4.21652 -0.62
C -5.03045 2.16077 -1.03064 -0.26
C 2.60259 1.06793 -2.58348 -0.77
H 1.80254 -2.54308 6.25323 0.05
C -2.10041 6.79994 0.74845 -0.27
H 2.70797 1.84619 -0.64881 0.13
H -0.87754 0.74704 -6.36095 0.05
H 6.87696 -8.12670 4.86200 0.06
```

The net charge is +1. For the largest force on an atom, the calculation gives 1.7 eV Å⁻¹. As for the total energy: -248957.622 eV. As for the HOMO energy: -10.124 eV.

***

Here is a cluster of 2 separate species, C5H14S in total from the OMol25 dataset. Energies are from ωB97M-V/def2-TZVPD.

Geometry as XYZ:
```
20
Properties=species:S:1:pos:R:3:lowdin_charge:R:1
C -2.77217 0.50849 0.56137 -0.43
H 3.04627 2.82155 -0.38322 0.06
H -3.20541 1.22171 1.26407 0.03
C -0.86728 -2.22311 -0.36131 -0.16
H -3.21804 -0.41739 0.89784 0.03
H 1.27236 2.55568 -0.79697 0.05
H 1.99515 2.11569 0.74355 0.05
H -3.10142 0.75517 -0.44076 0.03
H 2.18149 0.62924 -1.87491 0.06
H -1.68469 -1.82354 -0.95726 0.06
H -1.38058 -1.75576 1.65777 0.07
C 2.51986 0.74106 -0.85182 -0.16
C -0.68817 -1.36022 0.89682 -0.58
C 2.17537 2.16068 -0.33075 -0.18
S -0.98717 0.39543 0.65565 0.79
H 0.01040 -2.21349 -1.00085 0.06
H 2.00827 0.01824 -0.22041 0.03
H 3.59270 0.58181 -0.78752 0.06
H -1.16570 -3.22495 -0.06421 0.07
H 0.26877 -1.48629 1.39290 0.06
```

As for the energy above the lowest of the compared OMol25 structures with the same formula, charge and spin: 0.425 eV. The net charge is 0. For the largest force on an atom, the calculation gives 1.3 eV Å⁻¹. As for the total energy: -16246.876 eV. As for the SMILES: CCSC.CC. As for the HOMO energy: -8.487 eV.

***

Here is a structure of composition C29H39FeN2O8SSi from the OMol25 dataset. Energies are from ωB97M-V/def2-TZVPD.

Geometry as XYZ:
```
81
Properties=species:S:1:pos:R:3:lowdin_charge:R:1
C -3.30820 -1.55184 -3.15648 -0.63
C -1.64754 3.48192 -3.11232 0.00
C -3.07277 -0.19137 -3.80560 -0.01
H 1.52463 -2.66992 -0.95707 0.10
H 2.41757 -0.68539 5.18060 0.12
H -2.51189 2.72953 -0.29840 0.10
H -3.45881 2.19787 -1.70446 0.09
N -0.16628 2.08104 -1.88379 0.08
C 2.02441 -0.56561 4.17998 -0.02
C 1.78414 3.91209 -4.44362 -0.04
H 1.61862 4.63018 -5.23676 0.11
H -4.01256 0.35354 -3.91050 0.10
S 2.46016 0.92492 -1.05336 0.73
C 0.82912 -0.99953 -4.70274 -0.62
C 3.03100 3.42472 -4.17605 -0.08
C -2.50213 2.10524 -1.19250 -0.03
O -2.05746 -2.22971 -2.98327 -0.11
H -0.03776 -5.03567 -4.07769 0.08
H -2.63015 -0.31641 -4.79502 0.08
H -4.93940 -0.89512 -1.89593 0.09
O 1.82792 -3.63002 1.28651 0.12
H -0.63283 -4.11224 0.07742 0.09
H 1.14193 1.39191 4.50854 0.13
H -2.66351 3.82311 -3.25521 0.12
H 1.86290 -5.10009 -2.50617 0.09
H -2.37042 1.07477 -0.86997 0.05
C 0.68481 3.47434 -3.67211 -0.16
C -1.38407 2.54575 -2.08558 -0.29
H 0.00513 -2.97825 -5.01101 0.07
H -3.35170 -0.88201 -1.09948 0.06
H -3.62504 -2.56724 -5.03370 0.09
H 0.51596 -2.16366 -6.49467 0.09
C 0.88968 0.32800 -5.44133 -0.01
O 0.16952 -0.73709 -3.45545 -0.10
C 2.17485 -1.57191 3.23954 0.02
H -2.01070 -3.98282 -1.03948 0.08
O 1.81206 -2.00937 -0.28062 0.06
H 2.79614 -1.67351 -5.31033 0.09
C 2.23115 -1.50765 -4.39087 -0.01
H -0.97986 -1.67244 -5.68131 0.08
C -0.01325 1.86573 2.12172 -0.56
C -0.63172 3.93238 -3.89538 0.01
Fe 0.27852 0.55969 -0.40121 0.84
H -5.11450 -1.99554 -4.25963 0.09
C 2.18471 2.05390 -2.35796 -0.59
C -0.12951 -4.46515 -1.99501 -0.61
H 1.60250 -4.90012 -0.75721 0.07
C -4.13414 -2.43894 -4.07728 -0.03
H 1.46606 1.05326 -4.86850 0.06
H -4.18103 -2.41193 -1.38528 0.09
H -4.27541 -3.42144 -3.62512 0.09
O -0.46154 1.78643 0.90641 -0.12
H 3.88010 3.74790 -4.76412 0.11
H -1.07173 -6.05595 -3.07868 0.09
C 0.87884 2.53789 -2.63841 -0.23
C 0.84850 0.68739 2.53174 -0.16
H -2.38575 0.40806 -3.20735 0.06
C -1.09434 -4.53113 -0.81777 -0.01
C 1.14971 -5.23360 -1.69051 -0.02
C -0.76254 -5.02516 -3.26163 -0.03
Si -0.62167 -1.70520 -2.40786 0.05
C 0.04283 -2.01691 -5.52232 -0.01
H 2.75996 -0.77848 -3.77380 0.08
H 2.17330 -2.44875 -3.84186 0.08
H 4.22544 2.12818 -2.92935 0.10
O -0.75256 -0.84243 -1.04675 -0.31
N 1.05168 -0.24558 1.60086 0.12
C 3.22966 2.49999 -3.13463 -0.11
H 0.93043 -6.29812 -1.59658 0.09
C -3.98755 -1.42087 -1.79954 -0.02
O 0.28197 -3.08464 -2.20480 -0.14
H 1.36925 0.19860 -6.41308 0.09
C 1.68705 -1.36405 1.96222 -0.15
H -0.81467 4.64810 -4.68826 0.12
C 1.33602 0.58016 3.82248 0.03
H -1.63179 -4.44500 -3.56205 0.07
O -0.24807 2.74376 2.92084 0.09
C 1.78417 -2.47247 0.95416 -0.47
H 2.65016 -2.51427 3.46916 0.13
H -1.35563 -5.56975 -0.60836 0.09
H -0.11719 0.72237 -5.59534 0.09
```

As for the energy above the lowest of the compared OMol25 structures with the same formula, charge and spin: 0.000 eV. The multiplicity is 6. The net charge is 0. For the largest force on an atom, the calculation gives 0.2 eV Å⁻¹. As for the total energy: -103176.727 eV. As for the HOMO energy (spin up / spin down): -7.834 / -7.904 eV.